(1)
Below is 2 unconnected molecules or ions with the total composition C25H45IN4O4PS2 in a non-equilibrium geometry, with properties calculated with ωB97M-V/def2-TZVPD.

Geometry (Å):
C  0.711  -2.417  -0.675
C  -0.260  -1.812  -1.401
C  -1.448  -1.072  -0.680
P  -2.845  -2.332  -0.598
O  -3.227  -2.536  -2.240
I  -2.067  -4.497  0.233
C  -0.753  -0.597  0.658
O  -0.850  -0.992  1.771
N  0.070  0.484  0.181
C  -0.382  1.033  -1.138
C  -0.284  2.582  -1.262
N  0.646  3.002  -2.346
C  2.033  2.583  -2.060
C  -1.824  0.368  -1.232
C  -2.934  1.003  -0.340
C  -3.737  2.182  -1.010
C  -4.222  1.908  -2.484
S  -6.085  2.018  -2.554
C  -6.650  0.282  -2.624
S  -6.408  -0.523  -4.041
N  -7.270  -0.407  -1.533
C  -7.558  0.486  -0.397
C  -8.143  -0.311  0.803
O  -7.426  -1.499  1.156
C  -6.198  -1.635  0.462
C  -6.292  -1.456  -1.090
H  1.775  -2.372  -0.982
H  0.500  -2.958  0.270
H  -0.130  -1.847  -2.499
H  -2.739  -3.333  -2.520
H  -0.073  1.302  0.783
H  0.161  0.680  -2.043
H  0.071  3.068  -0.313
H  -1.257  3.056  -1.511
H  0.630  4.023  -2.306
H  2.755  3.332  -2.442
H  2.219  1.648  -2.647
H  2.235  2.338  -0.992
H  -1.977  0.294  -2.329
H  -2.507  1.414  0.609
H  -3.692  0.252  -0.010
H  -3.190  3.147  -0.894
H  -4.663  2.314  -0.402
H  -3.894  2.767  -3.113
H  -3.871  0.948  -2.905
H  -8.357  1.198  -0.714
H  -6.694  1.102  -0.058
H  -8.242  0.332  1.710
H  -9.184  -0.637  0.555
H  -5.400  -1.001  0.932
H  -5.861  -2.684  0.632
H  -6.556  -2.442  -1.526
H  -5.287  -1.189  -1.480
C  4.131  0.652  3.139
C  4.108  -0.069  1.764
C  4.102  -1.602  1.956
C  5.451  -2.180  2.387
C  6.567  -1.722  1.450
C  6.630  -0.191  1.287
N  5.282  0.377  0.941
O  5.053  0.135  -0.217
C  7.173  0.450  2.584
C  7.697  0.163  0.236
C  2.757  0.339  1.144
H  4.655  1.608  3.086
H  3.124  0.882  3.484
H  4.584  0.049  3.925
H  3.806  -2.087  1.019
H  3.341  -1.870  2.691
H  5.676  -1.898  3.418
H  5.394  -3.270  2.374
H  7.525  -2.086  1.825
H  6.424  -2.195  0.472
H  7.149  1.539  2.527
H  8.209  0.155  2.745
H  6.641  0.143  3.481
H  7.515  -0.310  -0.729
H  8.678  -0.173  0.569
H  7.755  1.243  0.084
H  2.712  1.417  0.974
H  1.943  0.075  1.816
H  2.552  -0.168  0.203

Properties
Charge   +1
Max |F|   6.6 eV/A
2S+1   1
Kohn-Sham gap   2.56 eV
LUMO   -7.03 eV
Total energy   -2934.49905 a.u.



(2)
Below is 10 unconnected molecules or ions with the total composition C25H45N5O5 in a non-equilibrium geometry, with properties calculated with ωB97M-V/def2-TZVPD.

Geometry (Å):
C  1.616  -0.940  5.213
C  1.398  -1.511  3.741
O  2.354  -1.411  2.980
C  0.179  -2.197  3.441
H  2.632  -0.546  5.253
H  1.569  -1.736  5.956
H  0.969  -0.109  5.495
H  0.049  -3.099  4.039
H  0.102  -2.414  2.376
H  -0.608  -1.488  3.698
C  1.158  0.034  0.075
C  -0.335  -0.185  -0.196
O  -0.871  -1.215  0.054
C  -1.097  0.998  -0.826
H  1.292  0.519  1.042
H  1.588  0.704  -0.670
H  1.629  -0.946  -0.003
H  -1.365  1.776  -0.111
H  -1.867  0.531  -1.439
H  -0.333  1.368  -1.509
C  1.560  -5.011  0.857
C  1.007  -5.039  -0.623
O  0.133  -5.855  -0.895
C  1.360  -4.020  -1.591
H  2.393  -5.704  0.981
H  0.814  -5.257  1.612
H  1.794  -3.980  1.122
H  0.839  -3.075  -1.745
H  1.485  -4.625  -2.489
H  2.395  -3.717  -1.439
C  -4.249  -0.074  1.339
C  -5.187  0.962  1.967
O  -4.769  2.011  2.473
C  -6.534  0.453  1.948
H  -4.822  -0.641  0.604
H  -3.810  -0.718  2.101
H  -3.421  0.299  0.737
H  -7.129  1.098  2.595
H  -6.557  -0.525  2.428
H  -7.009  0.404  0.968
C  -1.154  1.599  3.134
C  -0.433  2.687  3.823
O  0.747  2.638  4.018
C  -1.312  3.756  4.484
H  -0.766  0.610  3.379
H  -1.134  1.647  2.045
H  -2.200  1.614  3.439
H  -1.681  3.313  5.409
H  -2.111  4.106  3.830
H  -0.663  4.574  4.794
C  2.579  4.079  -3.532
C  2.510  2.651  -3.188
N  2.499  1.583  -2.885
H  3.610  4.330  -3.283
H  2.005  4.673  -2.821
H  2.353  4.336  -4.566
C  -0.054  -1.656  -4.393
C  -1.024  -0.593  -4.311
N  -1.712  0.315  -4.292
H  -0.530  -2.581  -4.719
H  0.005  -1.781  -3.312
H  0.865  -1.510  -4.960
C  3.671  -1.128  -4.197
C  3.612  -1.424  -2.708
N  3.587  -1.653  -1.553
H  2.876  -0.405  -4.379
H  3.469  -2.090  -4.669
H  4.660  -0.727  -4.419
C  -3.495  2.522  -3.495
C  -4.561  1.770  -2.727
N  -5.313  1.152  -2.113
H  -2.466  2.194  -3.350
H  -3.604  3.599  -3.362
H  -3.671  2.198  -4.520
C  4.683  1.007  -0.164
C  4.942  2.275  -0.842
N  5.104  3.309  -1.301
H  4.374  1.032  0.881
H  5.563  0.363  -0.153
H  3.814  0.502  -0.584

Properties
Charge   0
Max |F|   5.9 eV/A
2S+1   1
Kohn-Sham gap   9.62 eV
Structure (SMILES)   CC(C)=O.CC(C)=O.CC(C)=O.CC(C)=O.CC(C)=O.CC#N.CC#N.CC#N.CC#N.CC#N
Energy relative to the best compared isomer or geometry (same formula, charge and spin)   62.7 kJ/mol
LUMO   0.24 eV
Total energy   -1629.43038 a.u.



(3)
Below is a molecular structure, C25H45NOP2Sm in a non-equilibrium geometry, with properties calculated with ωB97M-V/def2-TZVPD.

Geometry (Å):
Sm  0.187  0.220  -0.218
C  1.873  -1.281  0.719
C  2.207  0.131  1.013
C  0.361  -0.477  2.321
C  0.801  -1.644  1.556
C  1.217  0.619  2.013
C  2.762  -2.213  -0.076
H  3.313  -1.732  -0.907
H  2.248  -3.085  -0.504
H  3.525  -2.600  0.621
C  0.422  -3.072  1.794
H  0.757  -3.807  1.037
H  -0.664  -3.284  1.696
H  0.532  -3.336  2.859
C  -0.766  -0.430  3.326
H  -0.315  -0.597  4.309
H  -1.516  -1.230  3.220
H  -1.358  0.501  3.374
C  1.356  1.764  2.965
H  1.997  1.373  3.769
H  0.402  2.044  3.428
H  1.823  2.678  2.576
C  3.614  0.568  0.903
H  4.158  -0.069  1.611
H  3.746  1.612  1.181
H  4.037  0.397  -0.091
C  1.216  2.212  -2.808
C  2.383  1.677  -2.478
C  3.701  2.391  -2.704
C  3.938  3.572  -1.697
C  2.801  3.822  -0.715
C  1.652  4.387  -1.103
C  1.382  4.770  -2.545
C  1.094  3.557  -3.493
H  3.749  2.791  -3.736
H  4.065  4.485  -2.304
H  4.534  1.668  -2.619
H  1.779  3.619  -4.357
H  0.218  1.779  -2.563
H  2.522  0.705  -1.947
H  0.071  3.664  -3.895
H  0.545  5.489  -2.571
H  0.913  4.737  -0.367
H  2.261  5.304  -2.942
H  4.894  3.432  -1.159
H  3.024  3.658  0.353
P  -0.476  -1.736  -2.102
C  -0.682  -3.359  -1.431
H  -1.008  -3.864  -2.333
H  -1.444  -3.456  -0.660
H  0.258  -3.773  -1.072
C  -1.950  -1.317  -2.976
H  -2.026  -2.197  -3.613
H  -1.828  -0.411  -3.571
H  -2.827  -1.227  -2.330
C  0.831  -1.934  -3.264
H  0.940  -1.056  -3.896
H  0.432  -2.780  -3.819
H  1.785  -2.189  -2.800
P  -1.921  1.988  0.251
C  -1.514  3.027  1.628
H  -2.129  3.880  1.350
H  -0.477  3.314  1.799
H  -1.915  2.556  2.532
C  -2.546  2.647  -1.263
H  -1.960  3.512  -1.566
H  -3.546  2.926  -0.935
H  -2.623  1.916  -2.080
C  -3.402  1.300  0.936
H  -3.899  2.251  1.124
H  -3.227  0.751  1.856
H  -3.928  0.712  0.194
O  -2.790  -3.205  1.821
C  -2.046  -2.365  1.279
N  -1.607  -1.406  0.631

Properties
Charge   +1
Max |F|   4.4 eV/A
2S+1   6
Kohn-Sham gap (spin up / spin down)   7.72 / 8.01 eV
Energy relative to the best compared isomer or geometry (same formula, charge and spin)   401.1 kJ/mol
LUMO (spin up / spin down)   -2.71 / -2.37 eV
Total energy   -2449.91771 a.u.



(4)
Below is a molecular structure, C25H46BFeN7OS3SbSi3, with properties calculated with ωB97M-V/def2-TZVPD.

Geometry (Å):
Fe  1.093  1.171  -0.622
N  2.720  2.308  3.513
C  2.034  2.117  2.339
S  2.723  0.966  1.235
N  0.933  2.774  2.196
N  0.370  2.658  0.929
C  -0.641  3.434  0.796
C  -1.282  3.776  -0.450
C  -2.390  4.636  -0.438
C  -2.914  5.147  -1.603
C  -2.286  4.830  -2.815
C  -1.194  3.989  -2.851
C  -0.696  3.402  -1.670
O  0.279  2.535  -1.729
H  3.676  2.005  3.534
H  2.492  3.148  4.019
H  -0.965  3.966  1.689
H  -2.825  4.906  0.520
H  -3.774  5.805  -1.583
H  -2.659  5.259  -3.738
H  -0.692  3.743  -3.780
C  -2.351  1.161  -3.178
N  -1.118  0.941  -3.920
C  -0.828  1.432  -5.175
C  0.408  0.983  -5.482
N  0.865  0.217  -4.427
B  2.133  -0.699  -4.633
N  2.855  -1.115  -3.305
C  3.347  -2.393  -3.136
C  4.219  -2.377  -2.107
N  4.246  -1.077  -1.639
C  5.148  -0.581  -0.602
C  3.399  -0.318  -2.377
S  3.058  1.357  -2.117
C  -0.074  0.208  -3.481
S  -0.035  -0.538  -1.914
H  -3.003  1.792  -3.776
H  -2.140  1.662  -2.240
H  -2.842  0.211  -2.973
H  -1.520  2.048  -5.725
H  1.014  1.143  -6.359
H  2.902  -0.068  -5.324
H  1.769  -1.735  -5.154
H  3.034  -3.204  -3.772
H  4.814  -3.160  -1.666
H  5.945  -1.310  -0.476
H  4.636  -0.435  0.343
H  5.566  0.372  -0.912
C  0.724  0.358  4.713
Si  -0.852  -0.097  3.833
C  -1.667  -1.437  4.844
C  -2.020  1.354  3.760
Sb  -0.340  -0.623  1.360
Si  0.960  -2.834  1.552
C  0.814  -3.739  -0.079
C  2.764  -2.560  1.915
C  0.272  -3.906  2.914
Si  -2.650  -1.574  0.637
C  -3.596  -2.479  1.975
C  -2.592  -2.763  -0.800
C  -3.626  -0.045  0.188
H  0.655  0.062  5.766
H  0.897  1.435  4.656
H  1.601  -0.130  4.274
H  -1.750  -1.048  5.866
H  -1.086  -2.362  4.880
H  -2.667  -1.678  4.493
H  -2.155  1.788  4.758
H  -3.003  1.043  3.388
H  -1.630  2.133  3.097
H  0.671  -3.051  -0.917
H  -0.033  -4.432  -0.064
H  1.725  -4.316  -0.272
H  3.232  -1.928  1.153
H  3.267  -3.534  1.921
H  2.918  -2.077  2.884
H  -0.814  -4.021  2.841
H  0.509  -3.490  3.898
H  0.726  -4.903  2.849
H  -2.968  -3.170  2.544
H  -4.394  -3.063  1.500
H  -4.062  -1.782  2.677
H  -2.301  -3.761  -0.456
H  -1.897  -2.454  -1.582
H  -3.598  -2.835  -1.232
H  -3.907  0.509  1.090
H  -4.543  -0.309  -0.352
H  -3.033  0.626  -0.440

Properties
Charge   0
Max |F|   0.9 eV/A
2S+1   6
Kohn-Sham gap (spin up / spin down)   7.79 / 6.51 eV
Energy relative to the best compared isomer or geometry (same formula, charge and spin)   126.0 kJ/mol
LUMO (spin up / spin down)   0.52 / -0.85 eV
Total energy   -5030.82628 a.u.



(5)
Below is a molecular structure, C25H46HfO2P2 in a non-equilibrium geometry, with properties calculated with ωB97M-V/def2-TZVPD.

Geometry (Å):
Hf  -0.098  0.075  0.010
C  0.975  -1.353  2.016
C  1.759  -1.010  0.837
C  1.582  0.848  2.257
C  0.988  -0.246  2.909
C  2.079  0.421  0.973
C  0.640  -2.728  2.441
H  0.442  -3.345  1.561
H  -0.253  -2.708  3.072
H  1.464  -3.182  3.015
C  0.490  -0.245  4.296
H  -0.111  -1.144  4.518
H  -0.159  0.646  4.438
H  1.327  -0.180  5.022
C  1.843  2.154  2.867
H  2.730  2.098  3.525
H  0.981  2.481  3.471
H  2.034  2.897  2.079
C  3.209  1.055  0.253
H  4.170  0.687  0.641
H  3.185  2.141  0.355
H  3.144  0.793  -0.807
C  2.590  -1.984  0.085
H  3.383  -2.345  0.753
H  3.074  -1.521  -0.775
H  2.020  -2.838  -0.290
C  -1.037  -0.888  -2.019
C  -0.246  -1.929  -1.566
C  0.541  -2.740  -2.553
C  1.843  -2.088  -3.115
C  2.075  -0.643  -2.787
C  1.262  0.292  -3.290
C  0.115  -0.115  -4.184
C  -1.145  -0.687  -3.518
H  -0.103  -3.047  -3.398
H  1.839  -2.177  -4.216
H  0.829  -3.695  -2.082
H  -1.423  -1.644  -3.994
H  -1.904  -0.446  -1.487
H  -0.414  -2.459  -0.612
H  -1.984  -0.022  -3.741
H  -0.170  0.753  -4.800
H  1.564  1.349  -3.383
H  0.524  -0.867  -4.892
H  2.697  -2.690  -2.780
H  3.108  -0.392  -2.488
P  -2.533  -1.193  1.205
C  -2.825  -1.242  3.016
H  -3.877  -1.472  3.262
H  -2.560  -0.256  3.432
H  -2.178  -1.999  3.479
C  -4.023  -0.233  0.673
H  -4.968  -0.623  1.100
H  -4.084  -0.245  -0.430
H  -3.872  0.809  1.014
C  -2.823  -2.915  0.633
H  -2.728  -2.920  -0.466
H  -3.804  -3.321  0.931
H  -2.009  -3.527  1.060
P  -0.167  2.707  -0.971
C  1.410  3.357  -1.593
H  1.269  4.127  -2.363
H  1.987  2.523  -2.009
H  1.963  3.768  -0.735
C  -1.381  2.589  -2.340
H  -1.015  1.929  -3.145
H  -1.655  3.573  -2.754
H  -2.275  2.118  -1.893
C  -0.785  4.109  0.059
H  -0.822  5.065  -0.499
H  -0.100  4.232  0.916
H  -1.794  3.890  0.449
O  -1.284  1.814  3.587
C  -1.463  1.988  2.390
O  -0.941  1.250  1.419
H  -2.118  2.768  1.957

Properties
Charge   +2
Max |F|   4.3 eV/A
2S+1   1
Kohn-Sham gap   6.33 eV
Energy relative to the best compared isomer or geometry (same formula, charge and spin)   0.0 kJ/mol
LUMO   -7.42 eV
Total energy   -1860.84583 a.u.



(6)
Below is a molecular structure, C25H46HfO2P2 in a non-equilibrium geometry, with properties calculated with ωB97M-V/def2-TZVPD.

Geometry (Å):
Hf  -0.070  0.042  0.797
C  -1.704  1.633  0.892
C  -2.069  0.667  -0.139
C  -1.955  -0.567  1.855
C  -1.705  0.874  2.140
C  -2.219  -0.693  0.429
C  -1.799  3.165  0.771
H  -1.467  3.510  -0.208
H  -1.193  3.673  1.516
H  -2.829  3.494  0.905
C  -1.706  1.477  3.557
H  -1.517  2.547  3.555
H  -0.980  1.002  4.213
H  -2.684  1.334  4.015
C  -2.215  -1.642  2.924
H  -3.279  -1.714  3.146
H  -1.698  -1.414  3.855
H  -1.875  -2.622  2.596
C  -3.152  -1.837  -0.050
H  -4.180  -1.573  0.196
H  -2.950  -2.765  0.482
H  -3.155  -2.073  -1.108
C  -2.941  1.208  -1.296
H  -3.866  1.599  -0.871
H  -3.273  0.450  -2.002
H  -2.489  2.046  -1.818
C  1.471  0.437  -2.622
C  0.453  1.306  -2.775
C  -0.127  1.671  -4.125
C  -0.987  0.522  -4.674
C  -1.030  -0.706  -3.747
C  -0.010  -1.546  -3.670
C  1.307  -1.336  -4.417
C  2.175  -0.237  -3.789
H  0.681  1.901  -4.821
H  -0.582  0.221  -5.639
H  -0.693  2.599  -4.042
H  2.441  0.509  -4.539
H  1.883  0.079  -1.708
H  -0.068  1.809  -2.002
H  3.129  -0.638  -3.448
H  1.843  -2.278  -4.527
H  -0.138  -2.537  -3.312
H  1.097  -1.071  -5.452
H  -1.984  0.850  -4.959
H  -1.982  -1.036  -3.429
P  1.554  1.697  1.354
C  1.314  2.633  2.991
H  2.186  3.248  3.213
H  1.175  1.968  3.840
H  0.464  3.306  2.930
C  3.379  1.274  1.644
H  3.920  2.125  2.057
H  3.862  0.995  0.709
H  3.470  0.441  2.341
C  1.889  3.321  0.415
H  2.387  3.129  -0.534
H  2.543  3.977  0.989
H  0.961  3.858  0.224
P  0.842  -2.091  0.538
C  -0.269  -3.612  0.176
H  0.328  -4.437  -0.215
H  -1.062  -3.407  -0.535
H  -0.790  -3.966  1.065
C  2.566  -2.571  -0.120
H  2.545  -2.774  -1.180
H  2.967  -3.484  0.317
H  3.283  -1.776  0.081
C  1.312  -3.130  2.096
H  1.534  -4.172  1.863
H  0.502  -3.138  2.826
H  2.207  -2.734  2.578
O  0.226  -0.777  4.697
C  1.283  -0.746  3.943
O  1.280  -0.521  2.632
H  2.231  -0.979  4.407

Properties
Charge   +2
Max |F|   10.6 eV/A
2S+1   1
Kohn-Sham gap   6.10 eV
Energy relative to the best compared isomer or geometry (same formula, charge and spin)   457.8 kJ/mol
LUMO   -8.17 eV
Total energy   -1860.67146 a.u.